C34H101N19O13 | ωB97M-V/def2-TZVPD

The calculation puts the HOMO-LUMO gap (alpha / beta) at 1.66 / 8.45 eV. For the largest force on an atom, the calculation gives 6.96 eV Å⁻¹. For the relative energy (zero: lowest compared OMol25 entry of this formula, charge and spin), the calculation gives 0.0 kcal per mole. The value obtained for the total energy is -3374.39082 a.u.

```
! RIJCOSX wB97M-V def2-TZVPD def2/J DEFGRID3
* xyz -1 2
C 3.325 -1.457 1.333
C 4.561 -1.699 0.558
C 4.327 -1.372 -0.936
O 5.485 -1.205 -1.687
C 6.061 -2.464 -1.876
N 5.669 -0.962 1.129
H 3.514 -1.627 2.393
H 2.440 -1.978 0.966
H 3.086 -0.415 1.122
H 4.750 -2.766 0.677
H 3.875 -0.381 -0.964
H 3.604 -2.048 -1.393
H 7.116 -2.399 -2.143
H 5.469 -3.007 -2.613
H 6.082 -3.077 -0.975
H 6.527 -1.066 0.606
H 5.879 -1.617 1.869
C -4.546 2.199 -4.168
C -3.249 1.335 -4.370
C -3.177 0.765 -5.850
O -2.068 0.010 -6.136
C -1.993 -1.194 -5.348
N -2.070 2.045 -3.895
H -4.618 3.089 -4.793
H -4.603 2.391 -3.097
H -5.504 1.682 -4.235
H -3.303 0.517 -3.651
H -3.247 1.617 -6.526
H -4.058 0.192 -6.138
H -1.020 -1.648 -5.538
H -2.752 -1.890 -5.704
H -1.900 -1.047 -4.272
H -1.338 1.351 -3.940
H -1.719 2.650 -4.624
C 0.166 -3.279 -2.391
C -0.520 -4.051 -1.303
C -0.971 -5.470 -1.677
O -1.475 -6.182 -0.582
C -1.985 -7.424 -0.940
N 0.368 -4.076 -0.160
H -0.357 -3.497 -3.322
H 1.170 -3.637 -2.617
H 0.205 -2.190 -2.371
H -1.382 -3.490 -0.940
H -0.081 -6.015 -1.991
H -1.637 -5.378 -2.536
H -2.880 -7.403 -1.561
H -2.474 -7.941 -0.115
H -1.142 -8.023 -1.286
H 0.969 -4.887 -0.199
H -0.141 -4.371 0.661
C 1.101 -3.322 3.836
C 1.154 -3.818 5.276
C 2.117 -2.991 6.206
O 1.704 -1.651 6.324
C 2.627 -0.850 7.003
N -0.189 -3.742 5.948
H 0.671 -2.321 3.872
H 0.450 -3.930 3.207
H 2.148 -3.205 3.556
H 1.417 -4.869 5.403
H 3.146 -3.085 5.861
H 2.036 -3.490 7.172
H 3.496 -0.639 6.379
H 3.070 -1.263 7.909
H 2.257 0.134 7.289
H -0.803 -3.761 5.146
H -0.193 -2.783 6.264
C -0.018 -0.302 0.502
C 0.335 1.137 0.076
C 0.112 1.469 -1.424
O 0.935 0.546 -2.125
C 0.907 0.676 -3.573
N -0.463 2.133 0.845
H 0.508 -1.094 -0.031
H -1.041 -0.583 0.252
H 0.134 -0.552 1.552
H 1.366 1.409 0.303
H 0.251 2.530 -1.636
H -0.934 1.329 -1.698
H 1.894 0.405 -3.948
H 0.846 1.667 -4.022
H 0.154 0.052 -4.054
H -0.076 3.035 0.608
H -0.291 2.004 1.832
C 6.484 3.486 -3.613
C 5.682 2.445 -2.966
C 4.233 2.883 -2.872
O 4.145 4.058 -2.000
C 2.876 4.229 -1.398
N 5.716 1.215 -3.884
H 6.153 4.032 -4.496
H 7.454 3.060 -3.873
H 6.557 4.243 -2.832
H 5.907 2.128 -1.947
H 3.714 2.032 -2.430
H 3.818 3.202 -3.828
H 2.624 3.358 -0.793
H 2.064 4.313 -2.120
H 3.006 5.078 -0.728
H 5.361 1.435 -4.803
H 5.119 0.473 -3.547
C -4.957 -4.261 2.789
C -3.819 -3.848 1.895
C -2.486 -3.839 2.712
O -2.192 -3.167 3.942
C -2.505 -1.807 3.895
N -3.820 -4.910 0.919
H -4.844 -3.675 3.701
H -5.090 -5.278 3.160
H -5.867 -3.928 2.291
H -4.170 -2.961 1.369
H -1.680 -3.494 2.064
H -2.201 -4.860 2.966
H -3.493 -1.677 3.452
H -1.700 -1.278 3.384
H -2.472 -1.408 4.908
H -2.958 -4.999 0.401
H -4.215 -5.776 1.257
C 1.584 2.984 -6.467
O 0.447 2.787 -6.633
N 2.073 3.742 -5.545
N 2.364 2.355 -7.295
H 3.050 3.894 -5.339
H 1.398 4.289 -5.029
H 3.343 2.598 -7.241
H 2.092 1.548 -7.838
C -0.943 5.584 3.822
O -1.666 5.475 4.771
N -0.191 4.672 3.281
N -0.761 6.695 3.142
H 0.552 5.003 2.682
H -0.116 3.736 3.654
H -0.075 6.711 2.401
H -1.534 7.325 3.301
C -2.306 5.203 -0.701
O -2.216 5.914 -1.691
N -2.515 5.626 0.476
N -2.447 3.939 -0.823
H -2.567 6.619 0.655
H -2.886 4.912 1.087
H -2.328 3.295 -0.055
H -2.542 3.715 -1.804
C 0.669 0.993 4.165
O 0.324 1.858 3.464
N -0.150 0.356 4.982
N 1.890 0.647 4.295
H -0.988 0.893 5.151
H 0.392 -0.209 5.621
H 2.512 1.328 3.884
H 2.159 -0.287 4.569
C -4.872 0.386 -0.954
O -4.756 -0.613 -1.699
N -5.958 1.071 -0.604
N -3.861 0.870 -0.261
H -5.876 1.953 -0.118
H -6.797 0.680 -1.009
H -3.919 1.566 0.469
H -2.956 0.430 -0.342
C -3.964 2.901 2.751
O -4.285 3.178 1.618
N -3.079 2.048 3.040
N -4.532 3.309 3.829
H -3.142 1.691 3.983
H -2.482 1.651 2.330
H -4.457 2.850 4.726
H -5.387 3.843 3.762
*
```

These are the Mulliken partial charges, in e, on atoms 1 to 6:
1 C -0.59
2 C 0.22
3 C 0.15
4 O -0.30
5 C -0.92
6 N -0.72